Computed, not measured: a single C5H8O2 molecule at a distorted geometry, with ωB97M-V/def2-TZVPD.

Calculated values
relative energy (zero: lowest compared OMol25 entry of this formula, charge and spin) = 273.5 kJ/mol
Kohn-Sham gap = 10.85 eV
max |F| = 0.1217 hartree/bohr
multiplicity = 1
E_tot = -9406.9979 eV

Geometry as XYZ:
```
15
C5H8O2, DFT ωB97M-V/def2-TZVPD
C 1.6000 1.1319 0.3467
C 0.7735 -0.9579 -0.3014
C -0.6189 -0.5306 0.0064
C -1.5528 -1.4191 -0.2459
C -0.9008 0.9232 0.2906
O 1.7327 1.4549 -0.8308
O 1.5608 -0.1972 0.6506
H 1.0627 -1.8707 0.0730
H 1.1473 -0.9409 -1.3098
H -2.5685 -1.2126 -0.2440
H -1.4071 -2.3884 -0.7059
H 1.7280 1.7954 1.1179
H 0.0462 1.3937 0.7883
H -1.6407 1.2782 1.0488
H -0.9623 1.5401 -0.6847
```

From a Löwdin analysis of the wavefunction, the atomic charges in e read: -0.396 -0.119 -0.304 0.057 -0.026 0.046 -0.043 0.108 0.133 0.043 0.076 0.123 0.064 0.104 0.134